The following is a quantum chemistry calculation of a molecular structure, C16H23F5NO6TeTi, from OMol25.

Each line ends with the Mulliken spin population.
Positions of all 53 atoms, in Å:
Te: -0.9788 -0.0376 -3.6223  0.00
Ti: -1.0696 0.8696 -0.0175  0.02
F: -2.5847 -1.1134 -3.7460  0.00
F: -2.3966 2.0183 0.2924  0.00
F: -0.3485 -0.7237 -5.2657  0.00
F: 0.8243 0.5877 -3.1341  0.00
F: -0.2922 -1.6097 -2.8806  0.00
O: -0.1775 1.8016 1.8316  0.01
O: -1.4781 0.1899 -1.4669  0.01
O: 0.1415 2.3131 -0.8548  0.14
O: 2.2743 2.8003 -1.5333  0.23
O: 0.8258 -0.0661 -0.0076  0.30
O: 2.9510 0.1004 -0.8414  0.20
N: 1.8898 1.1654 2.4519  0.00
C: -1.1039 -0.8158 2.9031  -0.01
C: 1.3392 2.2108 -1.1409  0.12
C: -3.1439 0.6534 2.8866  0.00
C: -2.3464 -2.7963 -0.7131  0.00
C: 1.8334 0.3604 -0.5926  -0.05
C: -3.9405 -0.6602 0.3279  0.00
C: -1.8448 -2.0436 0.4887  0.01
C: -0.3199 -1.8304 2.3581  0.01
C: 0.2784 -3.3874 0.4646  0.01
C: 1.1363 3.3970 3.0243  0.00
C: -0.6568 -2.4018 1.1185  0.00
C: -0.7386 -0.1770 4.2206  0.00
C: 0.8987 2.0619 2.3796  0.00
C: 0.8869 -2.3607 3.0941  0.00
C: -2.6349 -0.9956 1.0165  0.00
C: -2.2637 -0.3810 2.2287  0.00
H: 1.7580 0.2607 2.0258  0.00
H: 0.2464 -3.2863 -0.6183  0.00
H: 0.9499 -3.4433 2.9916  0.00
H: 1.8270 -1.9605 2.6993  0.00
H: -2.6644 1.6335 2.8996  0.00
H: -4.0970 0.7638 2.3827  0.00
H: 2.0668 3.8352 2.6627  0.00
H: -3.8771 -0.8454 -0.7409  0.00
H: -1.1171 0.8404 4.2820  0.00
H: -3.3981 -3.0523 -0.5765  0.00
H: -1.8022 -3.7232 -0.8643  0.00
H: 0.8494 -2.1361 4.1560  0.00
H: 0.3062 4.0556 2.7903  0.00
H: 2.7773 1.3977 2.8610  0.00
H: -2.2694 -2.2112 -1.6289  0.00
H: -4.2186 0.3813 0.4562  0.00
H: 1.2131 3.2779 4.1061  0.00
H: 0.0260 -4.4215 0.7153  0.00
H: -4.7443 -1.2825 0.7318  0.00
H: -3.3462 0.3647 3.9194  0.00
H: 0.3392 -0.1352 4.3655  0.00
H: -1.1614 -0.7333 5.0623  0.00
H: 1.3081 -3.2162 0.7711  0.00

Cartesian forces, eV/Å:
0.0 -0.1 0.0
0.2 0.1 0.1
0.0 0.0 0.0
0.0 0.0 0.0
0.0 0.0 -0.1
0.0 0.0 0.0
0.0 0.0 0.0
0.1 0.0 0.0
-0.2 0.1 -0.1
-0.1 0.0 0.0
0.0 0.1 0.0
0.0 0.0 0.0
0.0 0.0 0.0
0.0 0.0 0.0
0.0 0.0 0.0
0.0 0.0 0.0
0.0 0.0 0.0
0.0 0.0 0.0
0.0 0.0 0.0
0.0 0.0 0.0
0.0 0.0 0.0
0.0 0.0 0.0
0.0 0.0 0.0
0.0 0.0 0.0
0.0 0.0 0.0
0.0 0.0 0.0
-0.1 0.0 0.1
0.0 0.0 0.0
0.0 0.0 0.0
0.0 0.0 0.0
0.0 0.0 0.0
0.0 0.0 0.0
0.0 0.0 0.0
0.0 0.0 0.0
0.0 0.0 0.0
0.0 0.0 0.0
0.0 0.0 0.0
0.0 0.0 0.0
0.0 0.0 0.0
0.0 0.0 0.0
0.0 0.0 0.0
0.0 0.0 0.0
0.0 0.0 0.0
0.0 0.0 0.0
0.0 0.0 0.0
0.0 0.0 0.0
0.0 0.0 0.0
0.0 0.0 0.0
0.0 0.0 0.0
0.0 0.0 0.0
0.0 0.0 0.0
0.0 0.0 0.0
0.0 0.0 0.0

F_max ... 0.25 eV/A
Kohn-Sham gap (spin up / spin down) ... 0.305 / 0.260 hartree
Energy relative to the best compared isomer or geometry (same formula, charge and spin) ... 0.000 eV
Spin multiplicity ... 2
E_HOMO (spin up / spin down) ... -8.9544 / -9.1088 eV